# 1
Below is a cluster of 2 separate species, C32H30BF7O2S in total, with properties calculated with ωB97M-V with the def2-TZVPD basis set.

Calculated values
ΔE to the lowest compared entry with this formula, charge and spin, kcal per mole: 29.6
Strongest force on any atom, eV/Å: 3.11
HOMO energy, eV: -8.01
Electronic energy, eV: -68302.5926
SMILES string: CC1(C)OB([C@H](c2ccccc2)c2ccc(F)cc2)OC1(C)C.Cc1ccc(-c2cc(C(F)(F)F)cc(C(F)(F)F)c2)s1

Cartesian coordinates (Å):
C  -3.62  -0.88  2.38
C  -3.01  -0.40  1.06
C  -3.77  0.82  0.54
O  -1.67  0.03  1.45
B  -0.82  -0.89  0.87
C  0.62  -1.28  1.29
C  1.75  -0.40  1.82
C  1.55  0.33  3.02
C  2.62  0.85  3.74
C  3.91  0.75  3.24
C  4.13  0.13  2.01
C  3.06  -0.50  1.34
C  1.00  -2.62  0.65
C  0.55  -3.81  1.28
C  0.80  -5.07  0.75
C  1.54  -5.14  -0.42
F  1.79  -6.38  -0.96
C  2.01  -4.01  -1.09
C  1.74  -2.76  -0.52
O  -1.33  -1.43  -0.30
C  -2.75  -1.51  -0.07
C  -2.96  -2.97  0.35
C  -3.44  -1.28  -1.41
H  -4.62  -1.31  2.28
H  -2.94  -1.60  2.85
H  -3.66  -0.02  3.06
H  -4.83  0.61  0.30
H  -3.74  1.63  1.28
H  -3.30  1.22  -0.37
H  0.19  -1.61  2.26
H  0.52  0.45  3.39
H  2.44  1.35  4.70
H  4.75  1.22  3.76
H  5.12  0.11  1.56
H  3.27  -1.05  0.43
H  -0.03  -3.75  2.21
H  0.45  -5.97  1.26
H  2.57  -4.10  -2.02
H  2.08  -1.85  -1.02
H  -4.02  -3.23  0.52
H  -2.56  -3.62  -0.44
H  -2.38  -3.22  1.25
H  -4.53  -1.30  -1.32
H  -3.14  -0.33  -1.87
H  -3.16  -2.07  -2.13
C  -3.33  4.70  -2.42
C  -2.56  3.45  -2.20
C  -2.33  2.42  -3.11
C  -1.35  1.48  -2.67
C  -0.72  1.85  -1.48
C  0.55  1.49  -0.95
C  1.13  2.24  0.11
C  2.43  2.64  0.00
C  2.89  3.72  0.94
F  4.22  3.64  1.25
F  2.66  4.98  0.45
F  2.20  3.65  2.14
C  3.24  2.11  -1.02
C  2.72  1.08  -1.80
C  3.52  0.37  -2.87
F  3.94  -0.86  -2.41
F  2.76  0.13  -4.00
F  4.62  1.06  -3.28
C  1.42  0.66  -1.68
S  -1.61  3.21  -0.79
H  -3.73  4.75  -3.43
H  -4.15  4.76  -1.71
H  -2.68  5.56  -2.28
H  -2.84  2.41  -4.07
H  -1.07  0.59  -3.25
H  0.54  2.53  0.98
H  4.27  2.44  -1.13
H  1.04  -0.18  -2.27

=====

# 2
Below is a structure of composition C32H30BrIrN5O8S2Se2, with properties calculated with ωB97M-V with the def2-TZVPD basis set.

Calculated values
Strongest force on any atom, eV/Å: 2.94
HOMO energy (spin up / spin down), eV: -4.83 / -4.83
Net charge: -1
Electronic energy, eV: -282744.9176

Cartesian coordinates (Å):
Ir  -1.35  -0.51  -0.14
C  -1.75  -0.76  3.77
O  -0.81  -0.32  2.80
C  0.49  -0.33  3.10
C  1.00  -0.45  4.39
C  2.37  -0.47  4.58
Br  3.04  -0.59  6.36
C  3.26  -0.39  3.54
C  2.77  -0.23  2.24
C  1.39  -0.19  2.01
O  0.90  0.01  0.78
C  3.67  -0.16  1.10
N  3.27  -0.15  -0.15
C  4.39  -0.16  -0.93
C  4.54  -0.20  -2.31
C  5.83  -0.21  -2.80
C  6.95  -0.16  -1.97
C  6.82  -0.13  -0.60
C  5.53  -0.14  -0.09
N  5.04  -0.15  1.19
H  -1.41  -1.68  4.25
H  -2.67  -0.97  3.23
H  -1.93  0.02  4.52
H  0.34  -0.51  5.24
H  4.32  -0.44  3.73
H  1.65  -0.06  0.11
H  3.67  -0.29  -2.95
H  5.98  -0.26  -3.87
H  7.94  -0.16  -2.40
H  7.68  -0.10  0.05
H  5.59  -0.14  2.03
O  -3.40  -4.12  0.41
Se  -2.97  -2.61  0.60
O  -3.13  -1.72  -0.79
O  -1.36  -2.45  0.96
O  -3.82  -1.91  1.76
C  -5.31  6.36  -0.88
C  -4.45  5.18  -0.53
C  -4.91  3.88  -0.66
C  -4.15  2.79  -0.25
C  -4.68  1.40  -0.39
C  -2.89  3.02  0.31
Se  -1.93  1.56  1.15
C  -2.38  4.32  0.37
C  -0.98  4.56  0.87
C  -3.17  5.38  -0.04
H  -6.25  6.06  -1.34
H  -4.79  7.03  -1.56
H  -5.54  6.92  0.02
H  -5.90  3.71  -1.07
H  -5.67  1.40  -0.85
H  -4.75  0.91  0.59
H  -4.01  0.79  -0.99
H  -0.27  4.13  0.18
H  -0.85  4.07  1.83
H  -0.78  5.62  0.97
H  -2.80  6.39  0.04
N  0.42  -6.77  0.72
C  0.52  -5.67  -0.10
C  -0.64  -5.07  -0.61
C  -0.56  -3.99  -1.46
C  0.69  -3.49  -1.80
C  1.85  -4.07  -1.32
C  1.77  -5.18  -0.49
S  0.80  -2.10  -2.88
O  -0.02  -2.32  -4.05
O  2.19  -1.81  -3.15
N  0.16  -0.88  -1.97
C  -0.36  0.14  -2.62
S  -0.12  0.51  -4.30
C  -1.10  1.93  -4.07
C  -1.55  2.01  -2.80
N  -1.13  1.01  -1.98
H  -0.47  -6.84  1.20
H  1.22  -6.94  1.32
H  -1.61  -5.42  -0.28
H  -1.45  -3.52  -1.84
H  2.80  -3.65  -1.61
H  2.67  -5.65  -0.12
H  -1.27  2.61  -4.88
H  -2.19  2.77  -2.39

=====

# 3
Below is a structure of composition C32H30BrN2O3TeZn, with properties calculated with ωB97M-V with the def2-TZVPD basis set.

Calculated values
ΔE to the lowest compared entry with this formula, charge and spin, kcal per mole: 0.0
Strongest force on any atom, eV/Å: 0.30
HOMO energy, eV: -10.22
Net charge: +1
Electronic energy, eV: -168542.8792

Cartesian coordinates (Å):
Zn  -0.17  0.30  0.31
Br  3.76  -4.72  3.78
C  2.53  -3.40  3.21
C  1.19  -3.49  3.61
C  0.29  -2.55  3.21
C  0.65  -1.48  2.36
O  -0.28  -0.64  1.99
C  2.02  -1.40  1.96
C  2.56  -0.35  1.15
N  1.84  0.46  0.45
C  2.34  1.61  -0.19
C  3.62  1.82  -0.60
C  3.99  3.04  -1.20
C  3.08  4.04  -1.38
C  1.74  3.85  -0.97
C  0.75  4.85  -1.11
C  -0.53  4.60  -0.69
C  -0.83  3.33  -0.16
N  0.06  2.38  -0.02
C  1.36  2.63  -0.40
C  2.94  -2.37  2.43
H  0.88  -4.31  4.25
H  -0.75  -2.60  3.52
H  3.64  -0.23  1.18
H  4.37  1.05  -0.47
H  5.02  3.18  -1.52
H  3.37  4.98  -1.83
H  1.01  5.81  -1.54
H  -1.31  5.35  -0.76
H  -1.84  3.09  0.15
H  3.98  -2.28  2.13
C  0.66  0.49  -2.95
O  -0.32  0.15  -1.98
C  -1.64  0.49  -2.39
C  -2.62  -0.14  -1.44
O  -2.26  0.24  -0.11
C  -3.08  -0.42  0.87
H  0.47  -0.07  -3.87
H  1.63  0.20  -2.55
H  0.65  1.56  -3.16
H  -1.83  0.10  -3.40
H  -1.75  1.58  -2.41
H  -2.59  -1.23  -1.51
H  -3.63  0.21  -1.66
H  -4.12  -0.12  0.74
H  -2.71  -0.13  1.85
H  -2.98  -1.51  0.76
Te  0.20  -2.71  -0.77
C  0.14  -4.72  -0.16
C  -1.06  -5.29  0.27
C  -1.09  -6.63  0.64
C  0.07  -7.39  0.59
C  1.26  -6.82  0.18
C  1.30  -5.48  -0.20
C  -0.37  -3.10  -2.77
C  0.58  -3.05  -3.78
C  0.21  -3.27  -5.10
C  -1.11  -3.55  -5.42
C  -2.06  -3.61  -4.41
C  -1.70  -3.38  -3.09
H  -1.95  -4.69  0.33
H  -2.02  -7.07  0.97
H  0.04  -8.43  0.88
H  2.17  -7.41  0.15
H  2.24  -5.04  -0.51
H  1.62  -2.85  -3.54
H  0.96  -3.24  -5.88
H  -1.39  -3.73  -6.44
H  -3.09  -3.85  -4.65
H  -2.44  -3.45  -2.31

=====

# 4
Below is a structure of composition C32H30N4PdS, with properties calculated with ωB97M-V with the def2-TZVPD basis set.

Calculated values
ΔE to the lowest compared entry with this formula, charge and spin, kcal per mole: 0.0
Strongest force on any atom, eV/Å: 0.74
HOMO energy, eV: -6.74
Electronic energy, eV: -53948.7349

Cartesian coordinates (Å):
Pd  -0.34  0.25  -0.17
C  -3.24  -1.21  0.65
C  -2.58  -1.96  -0.46
C  -3.17  -3.13  -0.97
C  -2.63  -3.74  -2.06
C  -1.53  -3.14  -2.72
C  -0.99  -3.66  -3.92
C  0.01  -2.98  -4.55
C  0.50  -1.76  -4.02
C  0.02  -1.24  -2.84
S  0.59  0.29  -2.21
C  -1.00  -1.97  -2.16
N  -1.48  -1.45  -0.99
H  -3.97  -1.82  1.18
H  -3.76  -0.34  0.23
H  -2.50  -0.81  1.34
H  -4.05  -3.53  -0.49
H  -3.06  -4.65  -2.46
H  -1.39  -4.58  -4.34
H  0.43  -3.35  -5.48
H  1.26  -1.21  -4.56
C  -0.44  0.03  6.85
C  0.65  0.97  6.42
C  1.35  1.73  7.35
C  2.35  2.61  6.95
C  2.67  2.73  5.61
C  2.00  1.97  4.67
C  0.98  1.10  5.07
N  0.28  0.30  4.13
C  -0.08  0.66  2.85
N  -0.23  1.99  2.66
C  -0.13  2.75  1.46
C  -0.01  2.20  0.19
C  0.11  3.11  -0.87
C  0.10  4.48  -0.69
C  -0.03  4.99  0.59
C  -0.15  4.15  1.68
C  -0.29  4.73  3.06
N  -0.29  -0.21  1.92
C  0.19  -1.55  2.14
C  1.37  -1.91  1.50
C  1.90  -3.18  1.64
C  1.25  -4.10  2.44
C  0.07  -3.75  3.08
C  -0.49  -2.47  2.94
C  -1.77  -2.17  3.68
H  -0.64  0.13  7.92
H  -0.16  -1.02  6.67
H  -1.36  0.22  6.30
H  1.10  1.63  8.40
H  2.87  3.20  7.70
H  3.46  3.40  5.29
H  2.27  2.03  3.62
H  0.24  -0.69  4.32
H  -0.19  2.54  3.50
H  0.20  2.74  -1.88
H  0.18  5.14  -1.54
H  -0.05  6.06  0.76
H  -0.29  5.82  3.01
H  0.52  4.44  3.73
H  -1.23  4.43  3.54
H  1.86  -1.17  0.88
H  2.82  -3.43  1.13
H  1.65  -5.10  2.57
H  -0.44  -4.47  3.70
H  -2.02  -3.00  4.34
H  -2.61  -2.03  3.00
H  -1.71  -1.27  4.29

=====

# 5
Below is a cluster of 6 separate species, C32H30N5O13P in total, with properties calculated with ωB97M-V with the def2-TZVPD basis set.

Calculated values
Strongest force on any atom, eV/Å: 0.65
HOMO energy, eV: -9.96
Electronic energy, eV: -77013.6121
SMILES string: O=[N+]([O-])c1ccccc1.O=[N+]([O-])c1ccccc1.O=[N+]([O-])c1ccccc1.O=[N+]([O-])c1ccccc1.O=[N+]([O-])c1ccccc1.O=COC[PH2]=O

Cartesian coordinates (Å):
O  0.07  -1.48  -8.13
N  0.72  -2.44  -7.78
O  1.69  -2.87  -8.39
C  0.34  -3.12  -6.53
C  -0.76  -2.66  -5.84
C  -1.11  -3.31  -4.66
C  -0.37  -4.39  -4.21
C  0.74  -4.83  -4.93
C  1.10  -4.19  -6.11
H  -1.33  -1.82  -6.20
H  -1.97  -2.96  -4.10
H  -0.65  -4.89  -3.30
H  1.32  -5.67  -4.58
H  1.96  -4.51  -6.68
O  0.34  0.26  -1.20
N  0.55  -0.88  -1.56
O  0.16  -1.36  -2.61
C  1.33  -1.74  -0.66
C  1.71  -1.25  0.57
C  2.42  -2.07  1.42
C  2.75  -3.37  1.03
C  2.35  -3.84  -0.22
C  1.63  -3.03  -1.08
H  1.44  -0.24  0.86
H  2.73  -1.70  2.39
H  3.31  -4.01  1.70
H  2.61  -4.85  -0.52
H  1.32  -3.37  -2.05
O  -2.10  1.18  3.63
N  -1.39  1.38  2.66
O  -0.58  0.59  2.21
C  -1.52  2.69  1.98
C  -2.41  3.61  2.50
C  -2.53  4.84  1.87
C  -1.77  5.12  0.74
C  -0.89  4.17  0.23
C  -0.76  2.94  0.85
H  -2.99  3.38  3.38
H  -3.21  5.58  2.25
H  -1.86  6.08  0.25
H  -0.30  4.38  -0.65
H  -0.09  2.18  0.47
O  -7.73  6.79  1.66
N  -6.91  5.92  1.87
O  -5.99  5.64  1.13
C  -7.05  5.13  3.12
C  -8.10  5.41  3.97
C  -8.23  4.67  5.13
C  -7.31  3.67  5.42
C  -6.26  3.41  4.55
C  -6.12  4.15  3.39
H  -8.80  6.20  3.72
H  -9.05  4.87  5.80
H  -7.42  3.09  6.32
H  -5.54  2.63  4.78
H  -5.31  3.95  2.70
O  2.72  -0.37  4.55
N  3.46  -1.28  4.89
O  4.42  -1.66  4.25
C  3.15  -1.98  6.15
C  2.03  -1.59  6.87
C  1.74  -2.26  8.05
C  2.56  -3.29  8.49
C  3.68  -3.65  7.75
C  3.99  -3.00  6.57
H  1.41  -0.79  6.50
H  0.87  -1.97  8.62
H  2.33  -3.81  9.41
H  4.32  -4.45  8.10
H  4.85  -3.27  5.98
O  6.45  -0.76  -6.97
C  6.67  -0.22  -8.02
O  6.03  0.88  -8.44
C  4.68  1.01  -7.98
P  3.74  -0.55  -8.26
O  4.35  -1.43  -9.28
H  7.41  -0.55  -8.75
H  4.63  1.27  -6.92
H  4.24  1.82  -8.55
H  2.46  -0.06  -8.57
H  3.60  -1.09  -6.97

=====

# 6
Below is a structure of composition C32H31AlAsO8P2S2, with properties calculated with ωB97M-V with the def2-TZVPD basis set.

Calculated values
ΔE to the lowest compared entry with this formula, charge and spin, kcal per mole: 0.0
Strongest force on any atom, eV/Å: 0.23
HOMO energy, eV: -10.65
Net charge: +1
Electronic energy, eV: -157756.2371

Cartesian coordinates (Å):
Al  -0.68  -0.03  -1.33
S  0.19  0.26  -3.44
C  1.80  -0.51  -3.48
C  2.39  -0.68  -4.74
C  3.66  -1.22  -4.87
C  4.38  -1.59  -3.74
C  3.82  -1.43  -2.49
C  2.53  -0.91  -2.36
As  1.67  -0.66  -0.67
C  1.99  -2.21  0.42
C  1.74  -2.11  1.79
C  1.87  -3.23  2.59
C  2.24  -4.45  2.04
C  2.48  -4.54  0.67
C  2.36  -3.43  -0.14
C  2.63  0.78  0.20
C  3.60  0.57  1.16
C  4.23  1.66  1.76
C  3.89  2.95  1.39
C  2.93  3.16  0.41
C  2.29  2.08  -0.18
H  1.84  -0.37  -5.62
H  4.09  -1.34  -5.85
H  5.38  -2.00  -3.84
H  4.38  -1.71  -1.60
H  1.44  -1.17  2.23
H  1.67  -3.16  3.66
H  2.35  -5.32  2.67
H  2.78  -5.49  0.24
H  2.54  -3.51  -1.20
H  3.87  -0.43  1.46
H  4.99  1.49  2.51
H  4.38  3.79  1.85
H  2.67  4.17  0.11
H  1.55  2.25  -0.96
C  -5.14  -1.61  -2.68
C  -3.76  -0.97  -2.80
O  -3.49  -0.51  -4.12
P  -2.41  -2.16  -2.47
O  -3.11  -3.50  -2.07
O  -1.63  -2.46  -3.79
O  -1.47  -1.69  -1.37
P  -3.59  0.46  -1.62
O  -4.46  1.57  -2.37
O  -4.08  0.13  -0.27
O  -2.15  0.94  -1.79
H  -5.24  -2.44  -3.38
H  -5.90  -0.86  -2.93
H  -5.32  -1.97  -1.67
H  -3.94  0.34  -4.24
H  -2.52  -4.21  -1.76
H  -1.08  -1.69  -4.07
H  -5.29  1.75  -1.92
O  -0.75  0.44  0.45
S  -1.78  0.56  1.60
C  -0.68  0.60  2.99
C  0.43  1.42  3.03
C  1.29  1.33  4.11
C  1.03  0.42  5.14
C  -0.09  -0.39  5.09
C  -0.95  -0.31  4.00
C  -2.35  2.23  1.52
C  -1.62  3.21  0.86
C  -2.13  4.50  0.83
C  -3.34  4.79  1.45
C  -4.07  3.79  2.09
C  -3.58  2.49  2.11
H  0.64  2.12  2.23
H  2.17  1.96  4.15
H  1.71  0.36  5.98
H  -0.29  -1.09  5.89
H  -1.82  -0.96  3.94
H  -0.69  2.97  0.38
H  -1.58  5.28  0.32
H  -3.74  5.80  1.42
H  -5.02  4.01  2.55
H  -4.15  1.69  2.57

=====

Question: What is the formula in the fourth record?
Answer: C32H30N4PdS

=====

Question: strongest force on any atom of number 1 (C32H30BF7O2S)?
Answer: 3.11 eV/Å

=====

Question: Number 3 is which compound?
Answer: C32H30BrN2O3TeZn